(1)
C20H46P4SW | wB97M-V/def2-TZVPD

Structure (ORCA input):
```
! RIJCOSX wB97M-V def2-TZVPD def2/J DEFGRID3
* xyz 4 3
W -0.40 0.48 0.56
P -2.07 2.17 0.35
P -1.93 -1.28 1.35
P 1.65 1.47 -0.53
H -0.53 -3.50 -0.94
C 0.53 -3.77 -1.00
C 1.25 -3.12 -0.08
H 0.90 -3.12 0.95
C -2.84 2.07 -1.33
C -3.29 2.05 1.66
C -1.11 3.70 0.34
C -1.62 -3.05 1.66
C -2.89 -1.02 2.93
C -3.29 -1.57 0.07
C 3.00 0.35 -1.04
C 2.48 2.80 0.45
C 1.22 2.27 -2.14
H 0.79 -4.33 -1.90
H 1.91 -2.23 -0.23
H -3.54 2.91 -1.46
H -3.36 1.10 -1.46
H -2.02 2.11 -2.07
H -3.96 2.91 1.54
H -2.80 2.09 2.65
H -3.86 1.11 1.62
H -1.87 4.49 0.26
H -0.46 3.71 -0.54
H -0.51 3.83 1.25
H -2.60 -3.53 1.75
H -1.08 -3.19 2.60
H -1.07 -3.54 0.86
H -3.96 -1.05 2.68
H -2.68 -0.10 3.52
H -2.66 -1.88 3.59
H -3.96 -2.36 0.47
H -2.84 -1.91 -0.87
H -3.87 -0.64 -0.11
H 3.78 0.92 -1.57
H 2.62 -0.42 -1.72
H 3.46 -0.12 -0.16
H 3.23 3.29 -0.18
H 3.00 2.34 1.29
H 1.82 3.59 0.83
H 1.69 1.92 -3.07
H 1.51 3.31 -1.98
H 0.14 2.19 -2.26
C 0.43 -0.92 -3.36
C -0.21 -0.35 -4.48
C 0.30 -0.67 -5.75
C 1.30 -1.66 -5.96
C 1.83 -2.27 -4.80
C 1.53 -1.79 -3.51
S -0.35 -0.67 -1.66
H -0.72 1.11 2.11
H -1.14 0.26 -4.36
H -0.16 -0.31 -6.66
H 1.58 -2.04 -6.99
H 2.44 -3.18 -4.91
H 1.99 -2.21 -2.61
C 0.89 -1.10 3.81
P 1.23 0.18 2.54
C 1.31 1.66 3.71
C 3.01 -0.22 2.56
H -0.10 -0.99 4.23
H 1.62 -1.02 4.63
H 0.99 -2.10 3.38
H 1.87 1.42 4.63
H 1.81 2.49 3.21
H 0.30 1.97 4.02
H 3.55 -0.28 3.54
H 3.15 -1.21 2.12
H 3.65 0.46 1.98
*
```

Summary:
- HOMO level (alpha / beta) (eV) = -19.56 / -19.48
- ΔE to the lowest compared entry with this formula, charge and spin (eV) = 1.123

(2)
C9H10FN2OP | wB97M-V/def2-TZVPD

Structure (ORCA input):
```
! RIJCOSX wB97M-V def2-TZVPD def2/J DEFGRID3
* xyz 0 1
C 2.84 -1.00 -0.19
N 1.61 -0.66 -0.02
C 0.51 -1.21 -0.67
O 0.64 -2.29 -1.19
C -0.71 -0.40 -0.49
C -1.90 -1.09 -0.87
C -3.10 -0.43 -0.63
C -3.14 0.83 -0.02
C -2.01 1.55 0.27
C -0.79 0.90 0.08
N 0.42 1.50 0.39
C 0.42 2.04 1.74
P 1.30 2.45 -0.73
F 0.77 1.88 -2.14
H 3.54 -0.90 0.64
H 3.31 -1.09 -1.23
H -1.81 -2.05 -1.43
H -4.05 -1.04 -0.78
H -3.97 1.41 0.42
H -2.08 2.55 0.55
H 0.80 1.22 2.28
H 1.05 3.05 1.81
H -0.68 2.15 1.98
H 2.50 1.69 -0.72
*
```

Summary:
- SMILES = C=NC(=O)c1ccccc1N(C)PF
- HOMO level (eV) = -8.25
- ΔE to the lowest compared entry with this formula, charge and spin (eV) = 2.685

(3)
C31H28Cl2NO3P2PdS | wB97M-V/def2-TZVPD

Structure (ORCA input):
```
! RIJCOSX wB97M-V def2-TZVPD def2/J DEFGRID3
* xyz -2 2
Pd -0.19 -0.62 -0.43
O 2.81 -0.62 0.13
P 3.20 0.74 -0.33
C 2.54 2.07 0.72
P 1.01 2.84 0.06
O 0.02 1.82 -0.42
C 0.33 3.65 1.53
C -1.01 3.42 1.83
C -1.62 4.07 2.90
C -0.89 4.96 3.68
C 0.44 5.20 3.38
C 1.05 4.56 2.32
C 1.50 4.06 -1.06
C 0.76 4.21 -2.28
C 1.11 5.15 -3.20
C 2.23 6.03 -2.99
C 2.94 5.90 -1.79
C 2.60 4.97 -0.84
C 2.79 1.12 -2.05
C 3.44 2.17 -2.70
C 3.14 2.46 -4.02
C 2.20 1.70 -4.70
C 1.53 0.67 -4.04
C 1.82 0.38 -2.71
C 5.02 0.95 -0.26
C 5.62 1.43 0.90
C 7.01 1.46 1.02
C 7.80 1.01 -0.03
C 7.20 0.52 -1.18
C 5.82 0.49 -1.29
H 3.29 2.85 0.85
H 2.30 1.62 1.68
H -1.55 2.70 1.22
H -2.66 3.88 3.12
H -1.36 5.46 4.52
H 1.02 5.89 3.99
H 2.09 4.76 2.08
H -0.06 3.54 -2.47
H 0.55 5.22 -4.13
H 2.50 6.77 -3.73
H 3.78 6.56 -1.60
H 3.19 4.92 0.07
H 4.16 2.78 -2.17
H 3.62 3.30 -4.50
H 1.95 1.93 -5.73
H 0.76 0.11 -4.55
H 1.22 -0.38 -2.20
H 5.01 1.77 1.73
H 7.47 1.83 1.92
H 8.88 1.03 0.06
H 7.82 0.16 -2.00
H 5.36 0.11 -2.20
O -3.53 -0.84 -0.62
N -3.46 -1.49 0.49
C -4.41 -1.26 1.43
C -4.44 -1.91 2.65
C -3.43 -2.84 2.91
C -2.46 -3.05 1.96
C -2.43 -2.38 0.72
S -1.20 -2.65 -0.44
H -5.13 -0.52 1.13
H -5.22 -1.68 3.35
H -3.41 -3.38 3.85
H -1.65 -3.75 2.14
Cl 0.79 1.19 4.81
C -0.70 0.61 3.99
Cl -0.40 -0.09 2.39
H -1.34 1.48 3.89
H -1.15 -0.14 4.64
*
```

Summary:
- HOMO level (alpha / beta) (eV) = 0.94 / -0.04
- ΔE to the lowest compared entry with this formula, charge and spin (eV) = 0.825

(4)
C5H8N2O | wB97M-V/def2-TZVPD

Structure (ORCA input):
```
! RIJCOSX wB97M-V def2-TZVPD def2/J DEFGRID3
* xyz 0 1
C 3.23 -0.14 0.16
C 2.04 -0.65 -0.23
C 0.89 -0.11 0.43
C 0.46 1.15 -0.20
N -0.32 0.05 -0.38
C -1.70 0.03 -0.06
N -2.30 -1.30 0.14
O -2.22 1.08 0.12
H 3.36 0.81 0.55
H 4.19 -0.49 -0.17
H 1.81 -1.52 -0.82
H 0.68 -0.46 1.49
H 1.16 1.51 -0.97
H 0.13 1.94 0.48
H -1.54 -1.92 -0.14
H -3.19 -1.36 -0.31
*
```

Summary:
- SMILES = C=C[C@H]1CN1C(N)=O
- HOMO level (eV) = -9.39
- ΔE to the lowest compared entry with this formula, charge and spin (eV) = 2.806

(5)
C43H38BF3NO14 | wB97M-V/def2-TZVPD

Structure (ORCA input):
```
! RIJCOSX wB97M-V def2-TZVPD def2/J DEFGRID3
* xyz -1 1
C -1.22 -4.35 0.87
N -0.33 -3.25 0.32
C -0.65 -2.98 -1.12
B -0.23 -1.48 -1.66
C 0.76 -0.62 -0.67
C 2.18 -1.30 -0.37
C 2.97 -1.81 -1.64
F 4.36 -1.92 -1.28
F 2.87 -0.83 -2.65
F 2.61 -3.11 -2.08
C -1.54 -0.50 -2.00
C -2.64 -0.48 -0.86
O -2.42 -0.40 0.37
O -4.04 -0.51 -1.21
H -1.84 -4.01 1.76
H -0.55 -5.23 1.21
H -1.93 -4.78 0.09
H 0.60 -3.71 0.30
H -0.09 -3.75 -1.76
H -1.77 -3.12 -1.37
H 0.34 -1.64 -2.71
H 0.21 -0.33 0.30
H 0.98 0.37 -1.22
H 2.83 -0.47 0.10
H 2.12 -2.11 0.44
H -1.10 0.56 -2.13
H -1.98 -0.86 -3.00
H -4.11 -0.52 -2.20
C -3.72 3.31 1.15
C -2.65 2.62 0.77
C -1.28 3.10 1.07
O -0.30 2.47 0.72
C -1.16 4.37 1.81
C -2.23 5.06 2.19
C -3.60 4.58 1.89
O -4.58 5.21 2.24
H -4.73 2.97 0.93
H -2.72 1.68 0.22
H -0.15 4.71 2.03
H -2.16 5.99 2.74
C 6.19 -5.68 2.84
C 4.98 -6.22 2.63
C 4.12 -5.78 1.52
O 3.03 -6.27 1.33
C 4.65 -4.72 0.63
C 5.85 -4.18 0.83
C 6.71 -4.62 1.95
O 7.81 -4.13 2.14
H 6.83 -5.99 3.65
H 4.59 -7.00 3.27
H 4.01 -4.40 -0.18
H 6.25 -3.40 0.20
C -9.60 1.35 -1.37
C -8.65 1.89 -2.13
C -7.24 1.46 -2.01
O -6.37 1.96 -2.70
C -6.93 0.42 -1.02
C -7.88 -0.12 -0.25
C -9.29 0.30 -0.37
O -10.16 -0.19 0.32
H -10.64 1.65 -1.44
H -8.87 2.66 -2.86
H -5.89 0.11 -0.94
H -7.67 -0.89 0.48
C 1.17 9.08 4.06
C 1.07 7.85 3.57
C 0.93 6.68 4.46
O 0.84 5.55 4.02
C 0.90 6.93 5.92
C 1.00 8.17 6.41
C 1.14 9.34 5.51
O 1.23 10.47 5.96
H 1.28 9.95 3.42
H 1.09 7.64 2.50
H 0.79 6.07 6.56
H 0.98 8.37 7.47
C -4.54 -3.52 -5.34
C -4.27 -4.71 -5.88
C -2.91 -5.29 -5.83
O -2.67 -6.37 -6.33
C -1.86 -4.51 -5.13
C -2.13 -3.32 -4.59
C -3.49 -2.74 -4.64
O -3.74 -1.66 -4.14
H -5.53 -3.08 -5.37
H -5.02 -5.29 -6.39
H -0.87 -4.95 -5.10
H -1.37 -2.74 -4.08
C 7.55 0.36 -1.06
C 6.63 0.11 -0.13
C 6.76 0.65 1.24
O 5.92 0.43 2.09
C 7.95 1.47 1.54
C 8.88 1.72 0.61
C 8.74 1.18 -0.76
O 9.59 1.40 -1.61
H 7.47 -0.03 -2.07
H 5.75 -0.49 -0.33
H 8.03 1.86 2.55
H 9.76 2.31 0.81
*
```

Summary:
- HOMO level (eV) = -5.04

(6)
C2H2N3O2 | wB97M-V/def2-TZVPD

Structure (ORCA input):
```
! RIJCOSX wB97M-V def2-TZVPD def2/J DEFGRID3
* xyz 1 1
C -0.66 -1.09 0.00
C -1.56 -0.03 0.24
N 0.59 -1.05 -0.16
N 0.52 1.20 -0.32
N 1.24 0.21 0.09
O -2.46 0.64 0.29
O 2.34 0.10 0.50
H -0.91 -2.19 -0.25
H 0.91 2.22 -0.40
*
```

Summary:
- HOMO level (alpha / beta) (eV) = -15.91 / -15.91
- ΔE to the lowest compared entry with this formula, charge and spin (eV) = 2.705

(7)
C38H56HfN5O5PS3 | wB97M-V/def2-TZVPD

Structure (ORCA input):
```
! RIJCOSX wB97M-V def2-TZVPD def2/J DEFGRID3
* xyz 4 1
Hf -0.41 -0.72 0.84
C -5.44 -2.96 -0.25
N -4.29 -2.07 -0.04
C -4.09 -1.38 1.06
N -4.88 -1.48 2.11
S -2.78 -0.19 1.12
H -5.32 -3.45 -1.21
H -6.37 -2.38 -0.26
H -5.48 -3.72 0.53
H -3.69 -1.85 -0.82
H -5.73 -2.02 2.09
H -4.72 -0.90 2.92
O -0.17 -1.06 -1.06
S 0.55 -1.50 -2.42
C -0.75 -1.30 -3.71
C -1.88 -0.41 -3.29
C -3.12 -0.99 -3.02
C -4.21 -0.18 -2.74
C -4.06 1.21 -2.70
C -2.83 1.78 -2.97
C -1.74 0.97 -3.28
C 0.69 -3.29 -2.28
C -0.59 -4.05 -2.14
C -1.28 -4.09 -0.93
C -2.44 -4.84 -0.80
C -2.92 -5.56 -1.89
C -2.24 -5.53 -3.09
C -1.08 -4.78 -3.22
H -1.09 -2.31 -3.95
H -0.18 -0.89 -4.55
H -3.24 -2.06 -3.12
H -5.20 -0.61 -2.61
H -4.92 1.84 -2.51
H -2.72 2.86 -3.00
H -0.80 1.42 -3.57
H 1.40 -3.46 -1.46
H 1.23 -3.54 -3.20
H -0.87 -3.58 -0.06
H -2.95 -4.89 0.15
H -3.81 -6.17 -1.78
H -2.60 -6.11 -3.93
H -0.53 -4.80 -4.16
C -1.12 1.77 4.17
C -0.37 2.61 3.12
C 0.60 3.56 3.84
C -1.37 3.41 2.28
P 0.64 1.46 2.06
C 1.96 0.77 3.09
C 1.61 -0.26 3.97
C 2.54 -0.78 4.86
C 3.84 -0.27 4.87
C 4.19 0.75 4.00
C 3.26 1.28 3.12
C 1.29 2.22 0.48
C 1.97 3.58 0.62
C 2.28 1.20 -0.11
C 0.09 2.35 -0.47
H -1.73 2.45 4.76
H -0.44 1.28 4.86
H -1.78 1.04 3.72
H 0.00 4.23 4.47
H 1.17 4.19 3.16
H 1.29 3.03 4.50
H -2.01 3.97 2.97
H -2.03 2.77 1.68
H -0.89 4.13 1.63
H 0.59 -0.65 3.99
H 2.25 -1.55 5.55
H 4.57 -0.67 5.56
H 5.20 1.16 4.02
H 3.55 2.11 2.49
H 2.83 3.58 1.29
H 1.28 4.35 0.95
H 2.34 3.88 -0.37
H 3.16 1.02 0.50
H 2.61 1.54 -1.10
H 1.80 0.21 -0.30
H -0.56 3.18 -0.21
H -0.56 1.46 -0.53
H 0.46 2.51 -1.49
C 4.08 -7.34 -1.21
C 3.22 -7.51 0.04
S 1.77 -6.50 -0.07
O 2.15 -5.10 -0.16
O 0.86 -7.01 -1.06
C 0.91 -6.67 1.50
C 1.39 -5.80 2.66
N 1.38 -4.35 2.32
C 0.27 -3.62 2.19
N 0.58 -2.39 1.71
C 1.96 -2.36 1.54
C 2.44 -3.56 1.91
N 3.84 -3.94 1.85
O 4.57 -3.10 1.39
O 4.15 -5.03 2.27
C -1.10 -4.06 2.57
H 4.92 -8.03 -1.14
H 4.47 -6.33 -1.29
H 3.52 -7.59 -2.11
H 3.75 -7.20 0.95
H 2.86 -8.53 0.16
H 0.97 -7.72 1.81
H -0.13 -6.48 1.23
H 2.39 -6.04 2.98
H 0.72 -5.93 3.51
H 2.53 -1.50 1.21
H -1.13 -4.33 3.63
H -1.42 -4.92 1.99
H -1.81 -3.25 2.41
*
```

Summary:
- HOMO level (eV) = -18.93
- ΔE to the lowest compared entry with this formula, charge and spin (eV) = 0.000

(8)
C27H26AsGaN4O3S6 | wB97M-V/def2-TZVPD

Structure (ORCA input):
```
! RIJCOSX wB97M-V def2-TZVPD def2/J DEFGRID3
* xyz -2 1
Ga -0.17 0.22 -0.14
O 2.30 -1.55 -2.00
S 2.77 -1.47 -0.65
O 4.04 -0.82 -0.44
N 1.61 -0.92 0.31
C 1.87 -0.94 1.68
C 3.07 -1.22 2.31
C 3.17 -1.27 3.72
C 2.09 -1.03 4.53
C 0.85 -0.72 3.93
C -0.33 -0.44 4.66
C -1.48 -0.14 4.01
C -1.49 -0.12 2.60
N -0.42 -0.40 1.90
C 0.75 -0.69 2.53
C 3.01 -3.16 -0.09
C 4.29 -3.69 -0.10
C 4.49 -5.01 0.28
C 3.41 -5.78 0.68
C 2.13 -5.24 0.70
C 1.93 -3.93 0.31
H 3.97 -1.37 1.73
H 4.13 -1.49 4.16
H 2.17 -1.06 5.61
H -0.28 -0.45 5.75
H -2.39 0.12 4.54
H -2.40 0.12 2.05
H 5.12 -3.06 -0.39
H 5.49 -5.43 0.28
H 3.57 -6.81 0.99
H 1.29 -5.84 1.00
H 0.93 -3.49 0.28
C 1.66 -5.42 -2.75
C 0.24 -4.88 -2.90
N 0.20 -3.55 -3.48
C 0.68 -3.43 -4.85
C 2.06 -2.81 -4.98
C -0.30 -2.47 -2.83
S -0.99 -2.58 -1.29
N -0.31 -1.36 -3.60
C -0.17 -0.13 -3.18
O 0.23 0.30 -2.06
C -0.45 0.95 -4.19
C -0.69 0.65 -5.53
C -0.96 1.66 -6.44
C -1.00 2.98 -6.01
C -0.77 3.28 -4.68
C -0.49 2.27 -3.77
H 1.65 -6.35 -2.19
H 2.27 -4.69 -2.22
H 2.12 -5.61 -3.72
H -0.26 -4.82 -1.93
H -0.35 -5.56 -3.54
H -0.04 -2.84 -5.42
H 0.69 -4.44 -5.27
H 2.08 -1.83 -4.51
H 2.32 -2.70 -6.04
H 2.82 -3.42 -4.50
H -0.66 -0.39 -5.84
H -1.14 1.42 -7.48
H -1.22 3.77 -6.72
H -0.81 4.31 -4.34
H -0.31 2.49 -2.73
S -4.25 2.36 1.92
As -2.83 2.57 0.32
S 0.62 2.31 0.43
S -2.45 0.44 -0.43
S -0.96 2.83 1.68
*
```

Summary:
- HOMO level (eV) = -1.16
- ΔE to the lowest compared entry with this formula, charge and spin (eV) = 0.471

| no. | electronic energy (eV) |
| --- | --- |
| 1 | -71255.6945 |
| 2 | -26527.0311 |
| 3 | -98171.3895 |
| 4 | -10339.9206 |
| 5 | -84185.0358 |
| 6 | -10657.3094 |
| 7 | -101066.9824 |
| 8 | -218757.7551 |